A cluster of 2 separate species, C4H8FNOS in total at a distorted geometry, computed with ωB97M-V/def2-TZVPD.

The highest occupied orbital energy comes out at -0.2958 Ha. For the relative energy (zero: lowest compared OMol25 entry of this formula, charge and spin), the calculation gives 96.83 kcal per mole. For the lowest unoccupied orbital energy, the calculation gives 0.3539 eV.

```
! RIJCOSX wB97M-V def2-TZVPD def2/J DEFGRID3
* xyz 0 1
C 2.0057 0.8804 0.2845
C -1.6516 0.4230 -0.0279
C 3.2898 0.9592 0.1204
C -2.6911 0.0267 -1.1300
N -1.9282 -0.1279 1.1096
O 2.1870 -1.5952 -0.3922
F 1.2084 1.7088 1.0616
S 0.9669 -0.4238 -0.3534
H 3.8160 1.4120 0.9036
H 3.6273 0.2227 -0.6021
H 1.7600 -2.4885 -0.0886
H -3.0471 -1.0171 -0.8292
H -2.0935 -0.1390 -1.9786
H -3.4835 0.7445 -1.3308
H -1.2064 0.1307 1.8782
H -2.7597 -0.7165 1.3748
*
```

Atom charges from the Mulliken analysis, given in e for atoms 1 to 5: number 1, C, carries 0.240; number 2, C, carries -0.108; number 3, C, carries -0.580; number 4, C, carries -0.882; number 5, N, carries -0.286



A structure of composition C4H8HgO3 at a distorted geometry, computed with ωB97M-V/def2-TZVPD.

The highest occupied orbital energy (spin up / spin down) comes out at -0.2344 / -0.3696 Ha. For the relative energy (zero: lowest compared OMol25 entry of this formula, charge and spin), the calculation gives 16.34 kcal per mole. For the lowest unoccupied orbital energy (spin up / spin down), the calculation gives 0.4805 / -2.4679 eV.

```
! RIJCOSX wB97M-V def2-TZVPD def2/J DEFGRID3
* xyz 0 3
O -0.5309 0.6470 -0.2467
Hg 0.7569 0.6413 1.9700
O 1.4304 -0.3406 0.1649
C 0.4913 -0.2118 -0.7149
O 0.8223 0.2167 -1.9978
C 1.8951 -0.4805 -2.5874
C -1.8331 0.4451 -0.7685
C -2.7506 -0.0457 0.3310
H 1.9435 -0.1718 -3.6379
H 2.8488 -0.2410 -2.0942
H 1.7353 -1.5703 -2.5352
H -2.1989 1.3972 -1.1810
H -1.7846 -0.2799 -1.5979
H -2.9265 0.7609 1.0552
H -3.7204 -0.3571 -0.0824
H -2.3052 -0.8933 0.8717
*
```

Atom charges from the Mulliken analysis, given in e for atoms 1 to 5: number 1, O, carries -0.326; number 2, Hg, carries 0.579; number 3, O, carries -0.759; number 4, C, carries 0.375; number 5, O, carries -0.206



An isolated molecule of C4H8INO2, computed with ωB97M-V/def2-TZVPD.

The highest occupied orbital energy comes out at -0.3409 Ha. For the relative energy (zero: lowest compared OMol25 entry of this formula, charge and spin), the calculation gives 0.00 kcal per mole. For the lowest unoccupied orbital energy, the calculation gives 0.5680 eV. As for the SMILES: CC[C@H](I)OC(N)=O.

```
! RIJCOSX wB97M-V def2-TZVPD def2/J DEFGRID3
* xyz 0 1
C 1.7201 -1.1565 -0.1450
C 1.2476 0.1744 0.4828
C 0.4358 0.9954 -0.5086
I 0.4423 3.1102 -0.0625
O -0.8764 0.5206 -0.7495
C -1.7368 0.3510 0.2933
N -2.8657 -0.3012 -0.1481
O -1.5455 0.7358 1.4141
H 1.2010 -1.3607 -1.0856
H 2.7943 -1.1314 -0.3448
H 1.5264 -1.9954 0.5268
H 2.1109 0.7797 0.7707
H 0.6795 0.0029 1.3942
H 0.9019 0.9578 -1.4928
H -3.3266 -0.7915 0.6076
H -2.7086 -0.8912 -0.9526
*
```

Atom charges from the Mulliken analysis, given in e for atoms 1 to 5: number 1, C, carries -1.160; number 2, C, carries -0.271; number 3, C, carries -0.691; number 4, I, carries 0.035; number 5, O, carries -0.382



A cluster of 2 separate species, C4H8INS in total at a distorted geometry, computed with ωB97M-V/def2-TZVPD.

The highest occupied orbital energy (spin up / spin down) comes out at -0.2927 / -0.2877 Ha. For the relative energy (zero: lowest compared OMol25 entry of this formula, charge and spin), the calculation gives 123.71 kcal per mole. For the lowest unoccupied orbital energy (spin up / spin down), the calculation gives -0.9423 / -0.8592 eV.

```
! RIJCOSX wB97M-V def2-TZVPD def2/J DEFGRID3
* xyz 0 1
C -0.5997 0.6947 -0.0944
C -0.8208 -0.5718 -0.2436
C -1.6922 1.5298 0.3136
C 1.8019 -0.7367 -1.1203
N 1.4957 -1.5459 1.4518
S 0.4049 -1.7233 -0.8330
I 0.1546 -1.3318 2.7810
H 0.4133 1.2607 -0.1744
H -1.7369 -0.9856 0.1906
H -1.7096 1.7329 1.4076
H -1.5387 2.5090 -0.2864
H -2.7062 1.0786 0.1264
H 1.7663 0.0371 -1.8701
H 2.6709 -1.4204 -1.5587
H 2.0964 -0.5271 -0.0902
*
```

Atom charges from the Mulliken analysis, given in e for atoms 1 to 5: number 1, C, carries 0.473; number 2, C, carries -0.660; number 3, C, carries -1.171; number 4, C, carries -0.896; number 5, N, carries -0.394



The ion C4H8N with charge +1 at a distorted geometry, computed with ωB97M-V/def2-TZVPD.

The highest occupied orbital energy comes out at -0.5370 Ha. For the relative energy (zero: lowest compared OMol25 entry of this formula, charge and spin), the calculation gives 50.58 kcal per mole. For the lowest unoccupied orbital energy, the calculation gives -4.1615 eV. As for the SMILES: C#C[C@H](C)[NH3+].

```
! RIJCOSX wB97M-V def2-TZVPD def2/J DEFGRID3
* xyz 1 1
C -2.7199 -0.2937 0.1242
C -1.5892 -0.0040 -0.1557
C -0.2033 0.2009 -0.5066
C 0.5760 -1.2357 -0.0297
N 0.3844 1.3340 0.1300
H -3.6461 -0.3872 0.6181
H 0.0016 0.1888 -1.5424
H -0.0406 -2.0289 -0.4706
H 1.6865 -1.4714 -0.2736
H 0.6285 -1.4462 0.9837
H 0.6303 1.0663 1.1155
H 0.0067 2.2403 -0.2493
H 1.4001 1.4441 -0.2596
*
```

Atom charges from the Mulliken analysis, given in e for atoms 1 to 5: number 1, C, carries 0.217; number 2, C, carries -0.840; number 3, C, carries 0.108; number 4, C, carries -1.316; number 5, N, carries -0.339



The ion C4H8N with charge +1 at a distorted geometry, computed with ωB97M-V/def2-TZVPD.

The highest occupied orbital energy comes out at -0.5734 Ha. For the relative energy (zero: lowest compared OMol25 entry of this formula, charge and spin), the calculation gives 49.55 kcal per mole. For the lowest unoccupied orbital energy, the calculation gives -3.5395 eV. As for the SMILES: C[N@@H+]1C=CC1.

```
! RIJCOSX wB97M-V def2-TZVPD def2/J DEFGRID3
* xyz 1 1
C -1.5262 0.2061 -0.2531
N -0.2224 0.1455 0.5487
C 0.8330 1.1412 0.1336
C 1.6104 0.1457 -0.3005
C 0.7020 -1.1738 0.1087
H -2.1627 -0.5860 -0.1752
H -2.1459 1.0593 0.0863
H -1.2011 0.4417 -1.2840
H -0.6348 0.0446 1.4835
H 0.6518 2.2542 0.0148
H 2.6566 0.0328 -0.5968
H 0.4350 -1.8281 -0.7133
H 1.0042 -1.8833 0.9472
*
```

Atom charges from the Mulliken analysis, given in e for atoms 1 to 5: number 1, C, carries -0.972; number 2, N, carries -0.016; number 3, C, carries -0.462; number 4, C, carries 0.050; number 5, C, carries -0.456



The ion C4H8N with charge +1, computed with ωB97M-V/def2-TZVPD.

The highest occupied orbital energy comes out at -0.5911 Ha. For the relative energy (zero: lowest compared OMol25 entry of this formula, charge and spin), the calculation gives 58.91 kcal per mole. For the lowest unoccupied orbital energy, the calculation gives -8.3678 eV.

```
! RIJCOSX wB97M-V def2-TZVPD def2/J DEFGRID3
* xyz 1 1
C 0.2924 -1.4379 0.2609
C -0.2114 -0.1559 0.3981
C -1.0156 0.2167 1.6112
C 0.7653 0.5631 -1.7043
N 0.0423 0.7750 -0.4930
H 0.6758 -1.8378 -0.6660
H -0.5042 -0.0578 2.5314
H 0.3239 -2.1230 1.0945
H -1.2027 1.2884 1.5975
H -1.9677 -0.3034 1.5822
H 0.3487 1.2319 -2.4498
H 1.7832 0.9357 -1.5200
H 0.7999 -0.4598 -2.0669
*
```

Atom charges from the Mulliken analysis, given in e for atoms 1 to 5: number 1, C, carries -0.587; number 2, C, carries 1.071; number 3, C, carries -1.155; number 4, C, carries -0.671; number 5, N, carries -0.150



The ion C4H8N with charge +1 at a distorted geometry, computed with ωB97M-V/def2-TZVPD.

The highest occupied orbital energy comes out at -0.5219 Ha. For the relative energy (zero: lowest compared OMol25 entry of this formula, charge and spin), the calculation gives 80.37 kcal per mole. For the lowest unoccupied orbital energy, the calculation gives -3.7385 eV. As for the SMILES: CC#C[NH2+]C.

```
! RIJCOSX wB97M-V def2-TZVPD def2/J DEFGRID3
* xyz 1 1
C 2.0417 -1.1941 1.3298
C 0.9662 -0.6640 0.5617
C 0.2122 0.2844 -0.0587
N -0.6013 1.0337 -0.9036
C -1.9856 0.4446 -0.6703
H 3.0147 -0.7162 1.1203
H 1.7907 -1.0061 2.2958
H 2.1475 -2.2368 0.9089
H -0.4065 1.0552 -1.8492
H -0.4036 1.9633 -0.5813
H -2.2291 0.5552 0.2938
H -2.5688 0.9994 -1.3253
H -1.9782 -0.5188 -1.1219
*
```

Atom charges from the Mulliken analysis, given in e for atoms 1 to 5: number 1, C, carries -0.979; number 2, C, carries 0.297; number 3, C, carries -0.130; number 4, N, carries -0.083; number 5, C, carries -0.957



A structure of composition C4H8N at a distorted geometry, computed with ωB97M-V/def2-TZVPD.

The highest occupied orbital energy (spin up / spin down) comes out at -0.5347 / -0.5391 Ha. For the relative energy (zero: lowest compared OMol25 entry of this formula, charge and spin), the calculation gives 137.58 kcal per mole. For the lowest unoccupied orbital energy (spin up / spin down), the calculation gives -5.8109 / -5.1043 eV.

```
! RIJCOSX wB97M-V def2-TZVPD def2/J DEFGRID3
* xyz 1 1
C -0.3879 0.0525 1.1335
C -1.5482 -1.4315 0.7575
C -0.3650 1.3638 0.4517
C 1.0616 -0.1381 -1.1156
N 0.7356 0.3301 0.2225
H -0.8835 -2.2308 0.6889
H -2.4939 -1.3750 1.1611
H -1.0406 1.4907 -0.3162
H -0.1497 2.3065 0.9358
H 0.7474 0.6353 -1.9329
H 2.1091 -0.4591 -1.2179
H 0.5075 -1.1060 -1.4082
H 1.7077 0.5616 0.6398
*
```

Atom charges from the Mulliken analysis, given in e for atoms 1 to 5: number 1, C, carries 0.089; number 2, C, carries -0.562; number 3, C, carries -0.396; number 4, C, carries -0.768; number 5, N, carries 0.037